{
  "formula": "C6H5N3O",
  "method": "the ωB97M-V functional and the def2-TZVPD basis",
  "symbols": ["O", "C", "N", "C", "N", "C", "N", "C", "C", "C", "H", "H", "H", "H", "H"],
  "coordinates": [[0.672388, -1.317037, -2.176705], [0.379316, -0.499159, -1.314959], [-0.606348, 0.463927, -1.936087], [-1.226965, 1.215668, -1.220297], [-1.115986, 1.321727, 0.050588], [-0.323680, 0.454666, 0.769373], [-0.275451, 0.185688, 2.178927], [0.938535, -0.578214, 2.260016], [1.300120, -1.044648, 1.049275], [0.517606, -0.332732, 0.028699], [-1.931652, 1.955130, -1.661383], [-1.658141, 1.824090, 0.613187], [-0.838382, 0.369660, 2.920305], [1.323854, -1.149421, 3.202171], [2.200134, -1.556047, 0.852731]],
  "atomic_forces_ev_per_a": [[1.6, -0.3, 2.2], [-3.3, 0.4, -6.7], [3.4, -3.3, -1.9], [-3.2, 3.6, -2.5], [2.3, -2.2, 5.3], [-1.1, -0.3, 0.2], [4.6, -0.5, -5.5], [-0.6, -2.8, 2.2], [-0.1, 1.8, -0.9], [1.8, -1.1, 5.1], [0.3, -0.4, 0.2], [-3.1, 3.0, 1.9], [-2.0, 1.1, 2.0], [-1.1, 1.8, -1.5], [0.6, -0.9, -0.1]],
  "nbo_charge": [-0.554, 0.608, -0.474, 0.265, -0.547, 0.399, -0.559, -0.068, -0.227, -0.287, 0.167, 0.395, 0.419, 0.230, 0.234],
  "relative_energy_kcal_mol": 45.56,
  "e_lumo_ev": 0.30,
  "total_charge": 0,
  "homo_energy_ev": -8.584,
  "e_tot_ha": -471.0738,
  "smiles": "O=c1nc[nH]c2[nH]ccc12"
}

=====

{
  "formula": "C5H9N3O",
  "method": "the ωB97M-V functional and the def2-TZVPD basis",
  "symbols": ["H", "N", "C", "C", "C", "N", "C", "C", "N", "O", "H", "H", "H", "H", "H", "H", "H", "H"],
  "coordinates": [[-2.372340, 0.882781, 0.437377], [-1.433954, 1.233614, 0.615280], [-0.493746, 0.451733, 0.245899], [-0.774022, -0.865111, -0.388407], [-0.348983, -2.009202, 0.149106], [-1.671194, -0.797909, -1.445490], [0.901946, 0.874016, 0.455951], [2.006577, 0.110851, -0.208396], [1.267273, 1.882905, 1.149880], [0.390926, 2.680822, 1.766070], [0.239927, -2.023973, 1.046522], [-0.631422, -2.961256, -0.266474], [-1.612322, 0.025625, -2.025140], [-1.781737, -1.654564, -1.965750], [1.813786, 0.013527, -1.275661], [2.938782, 0.646512, -0.056078], [2.099039, -0.888961, 0.208996], [-0.538536, 2.398590, 1.556317]],
  "atomic_forces_ev_per_a": [[0.1, -0.2, -0.1], [-0.1, 0.2, 0.1], [-0.2, 0.3, 0.2], [-0.2, -0.5, 0.1], [0.0, 0.2, -0.1], [-0.1, 0.1, -0.2], [-0.2, -0.3, -0.1], [0.1, 0.0, 0.1], [0.7, 0.3, 0.1], [-0.6, 0.2, 0.2], [0.2, 0.1, 0.2], [-0.1, -0.2, -0.1], [0.0, -0.1, 0.0], [0.0, 0.1, 0.0], [0.0, -0.1, -0.1], [0.0, 0.0, 0.0], [0.1, -0.1, -0.1], [0.3, -0.1, -0.2]],
  "nbo_charge": [0.367, -0.645, 0.232, 0.113, -0.477, -0.809, 0.068, -0.629, -0.036, -0.523, 0.211, 0.201, 0.384, 0.386, 0.211, 0.239, 0.221, 0.487],
  "relative_energy_kcal_mol": 70.27,
  "e_lumo_ev": 0.21,
  "total_charge": 0,
  "homo_energy_ev": -8.955,
  "e_tot_ha": -435.3457,
  "smiles": "[H]/N=C(C(=C)N)/C(C)=N\\O"
}